The following is a DFT calculation (ωB97M-V/def2-TZVPD) of CH6N4S as an isolated structure at a distorted geometry.

```
12
Properties=species:S:1:pos:R:3:forces:R:3
H -1.027 -1.738 0.610 0.77 -0.54 -0.22
C 0.026 -0.001 0.504 3.04 3.60 -1.22
N 1.237 -0.639 -0.042 3.96 -1.56 -1.21
H -2.232 1.515 -1.101 -1.56 0.67 -0.37
H 3.140 -0.399 -0.429 -0.97 -0.42 -0.24
H 1.093 1.463 0.387 -1.42 0.43 0.61
S 1.216 -2.296 -0.431 0.09 0.89 0.39
N 2.277 0.118 -0.205 -2.08 -0.64 1.00
H -2.955 1.806 -1.278 1.56 -0.66 0.38
N 0.092 1.255 0.664 1.07 -0.21 0.14
N -1.007 -0.752 0.465 -5.23 -1.57 1.20
H -1.861 -0.332 0.856 0.77 0.02 -0.46
```
Positions in Å, forces in eV/Å.

Its charge is 0. For the lowest unoccupied orbital energy (spin up / spin down), the calculation gives -1.38 / -1.40 eV. The value obtained for the HOMO energy (spin up / spin down) is -9.22 / -9.22 eV. Its orbital gap (spin up / spin down) is 7.8 / 7.8 eV.

Results of the Löwdin charge analysis, in e, for atoms 1 through 2: H 0.05; C -0.63